{
  "formula": "C48H132N12O12",
  "method": "ωB97M-V/def2-TZVPD",
  "smiles": "COC[C@H](C)N.COC[C@H](C)N.COC[C@H](C)N.COC[C@H](C)N.COC[C@H](C)N.COC[C@H](C)N.COC[C@H](C)N.COC[C@H](C)N.COC[C@H](C)N.COC[C@H](C)N.COC[C@H](C)N.COC[C@H](C)N",
  "relative_energy_ev": 5.5065,
  "orbital_gap_ev": 8.32,
  "total_energy_ev": -94357.772,
  "symbols": ["C", "O", "C", "C", "C", "N", "H", "H", "H", "H", "H", "H", "H", "H", "H", "H", "H", "C", "O", "C", "C", "C", "N", "H", "H", "H", "H", "H", "H", "H", "H", "H", "H", "H", "C", "O", "C", "C", "C", "N", "H", "H", "H", "H", "H", "H", "H", "H", "H", "H", "H", "C", "O", "C", "C", "C", "N", "H", "H", "H", "H", "H", "H", "H", "H", "H", "H", "H", "C", "O", "C", "C", "C", "N", "H", "H", "H", "H", "H", "H", "H", "H", "H", "H", "H", "C", "O", "C", "C", "C", "N", "H", "H", "H", "H", "H", "H", "H", "H", "H", "H", "H", "C", "O", "C", "C", "C", "N", "H", "H", "H", "H", "H", "H", "H", "H", "H", "H", "H", "C", "O", "C", "C", "C", "N", "H", "H", "H", "H", "H", "H", "H", "H", "H", "H", "H", "C", "O", "C", "C", "C", "N", "H", "H", "H", "H", "H", "H", "H", "H", "H", "H", "H", "C", "O", "C", "C", "C", "N", "H", "H", "H", "H", "H", "H", "H", "H", "H", "H", "H", "C", "O", "C", "C", "C", "N", "H", "H", "H", "H", "H", "H", "H", "H", "H", "H", "H", "C", "O", "C", "C", "C", "N", "H", "H", "H", "H", "H", "H", "H", "H", "H", "H", "H"],
  "positions_angstrom": [[1.2014, 1.1046, -5.7331], [2.5273, 0.8022, -5.3978], [3.5048, 1.0412, -6.4126], [4.9549, 0.7338, -5.8753], [5.3315, -0.7286, -5.6832], [5.1625, 1.4679, -4.6216], [0.6443, 0.9225, -4.8141], [0.7593, 0.5196, -6.5396], [1.1701, 2.1760, -5.9312], [3.3810, 0.3730, -7.2647], [3.5380, 2.0402, -6.8475], [5.6412, 1.1763, -6.5974], [4.7511, -1.2919, -4.9525], [6.3806, -0.9653, -5.5056], [5.1275, -1.1876, -6.6506], [4.2968, 1.4686, -4.1014], [5.9206, 1.0097, -4.1364], [-2.2002, -1.3886, 1.0957], [-0.9988, -1.2420, 0.3793], [-0.4579, 0.0552, 0.2349], [0.9948, -0.0801, -0.3809], [1.0236, -0.5222, -1.8151], [1.8313, -1.0169, 0.4119], [-2.3889, -2.4509, 1.2507], [-3.0590, -1.1809, 0.4574], [-2.1619, -0.9340, 2.0856], [-1.0716, 0.6132, -0.4723], [-0.5479, 0.6487, 1.1447], [1.4739, 0.8990, -0.3761], [0.7987, -1.5870, -1.8764], [1.8786, -0.3347, -2.4646], [0.1418, -0.0471, -2.2450], [1.0833, -1.6733, 0.5844], [2.0804, -0.5976, 1.2964], [3.0165, 3.9473, -2.4142], [4.4026, 4.2310, -2.8038], [5.3719, 4.3136, -1.7319], [6.8444, 4.5769, -2.2277], [7.0625, 5.9389, -2.9308], [7.3242, 3.6048, -3.2454], [2.8970, 2.9517, -1.9869], [2.3046, 4.0945, -3.2264], [2.6681, 4.6018, -1.6153], [5.1267, 5.1862, -1.1266], [5.3524, 3.4142, -1.1164], [7.5318, 4.4787, -1.3875], [6.7724, 6.7808, -2.3022], [6.5268, 6.0962, -3.8670], [8.1226, 6.0597, -3.1534], [6.5655, 3.6208, -3.9119], [7.2838, 2.6531, -2.9097], [-1.3986, -5.5761, 3.5520], [-0.0642, -5.0504, 3.4828], [0.4694, -4.4459, 4.6392], [-0.0225, -3.0096, 4.8203], [0.1233, -2.1647, 3.5286], [0.5005, -2.2925, 6.0004], [-1.5960, -5.9765, 2.5576], [-2.0823, -4.7395, 3.6959], [-1.4860, -6.3542, 4.3103], [0.1867, -5.2100, 5.3634], [1.5482, -4.4332, 4.4837], [-1.0853, -3.1882, 4.9833], [-0.4026, -1.2238, 3.6905], [-0.2889, -2.7498, 2.7064], [1.1656, -1.9695, 3.2766], [0.6599, -2.8455, 6.8303], [1.4284, -1.9266, 5.8417], [-6.2679, -2.6352, 1.8003], [-6.2249, -2.0061, 0.5198], [-7.0453, -0.8515, 0.4393], [-6.8503, -0.1925, -0.9272], [-5.3419, 0.2219, -1.1916], [-7.6564, 1.0234, -0.9405], [-5.4485, -3.2781, 2.1219], [-7.1262, -3.3070, 1.8109], [-6.4589, -2.0214, 2.6805], [-8.0925, -1.1012, 0.6102], [-6.7403, -0.1674, 1.2312], [-7.2660, -0.8629, -1.6795], [-4.8345, 0.7343, -0.3742], [-5.1503, 0.7749, -2.1112], [-4.7768, -0.6757, -1.4430], [-7.1710, 1.7054, -0.3754], [-8.5732, 0.8775, -0.5427], [0.0772, 6.2095, 5.0248], [0.0500, 4.8100, 5.2867], [-1.1944, 4.1628, 5.2527], [-0.9199, 2.7458, 5.5584], [-0.0218, 1.9594, 4.5927], [-2.1644, 1.9521, 5.6974], [-0.0284, 6.3793, 3.9533], [1.0850, 6.5073, 5.3144], [-0.7129, 6.7291, 5.5668], [-1.8794, 4.6405, 5.9531], [-1.5714, 4.3374, 4.2450], [-0.4526, 2.6300, 6.5364], [-0.6685, 1.7295, 3.7460], [0.4114, 1.0411, 4.9891], [0.7782, 2.6355, 4.2908], [-2.5232, 1.9110, 4.7541], [-1.8297, 1.0386, 5.9684], [7.6196, -0.6890, 0.3798], [6.7500, -0.4323, -0.7259], [5.4145, -0.8734, -0.4787], [5.1248, -2.3508, -0.5833], [5.9640, -2.8366, -1.7973], [3.7744, -2.7765, -0.7814], [7.6395, -1.7569, 0.5972], [7.3337, -0.1153, 1.2614], [8.6728, -0.4760, 0.1970], [5.0799, -0.4282, 0.4583], [4.6729, -0.4989, -1.1843], [5.4920, -2.8239, 0.3274], [5.8315, -3.8743, -2.1033], [7.0270, -2.8364, -1.5563], [5.9303, -2.2203, -2.6957], [3.1065, -2.2859, -0.2040], [3.4981, -2.6541, -1.7451], [-2.1485, -7.3895, -3.1519], [-1.6629, -7.0896, -1.8169], [-0.2773, -6.9985, -1.6370], [0.1483, -6.3466, -0.3202], [0.1115, -4.8375, -0.2669], [1.4816, -6.7242, 0.0154], [-1.7930, -6.5849, -3.7954], [-3.2272, -7.5015, -3.0420], [-1.7802, -8.3260, -3.5706], [0.1428, -8.0040, -1.6105], [0.1975, -6.4430, -2.4458], [-0.5188, -6.7006, 0.4658], [0.3821, -4.4690, 0.7226], [-0.8934, -4.5146, -0.5389], [0.7555, -4.3817, -1.0190], [1.7044, -6.7479, 1.0002], [1.5661, -7.6904, -0.2665], [-0.4954, 3.9768, 1.3122], [-0.0720, 4.4263, 0.0289], [-1.1347, 4.6941, -0.9284], [-1.9373, 3.5263, -1.4223], [-1.2282, 2.6721, -2.4652], [-3.2329, 3.9288, -1.9748], [-0.7957, 2.9319, 1.3908], [-1.2336, 4.5732, 1.8483], [0.3759, 3.7935, 1.9409], [-1.7626, 5.4816, -0.5115], [-0.7198, 5.0326, -1.8778], [-2.2624, 2.8921, -0.5975], [-1.1294, 3.1588, -3.4355], [-1.7996, 1.8215, -2.8368], [-0.2706, 2.2858, -2.1162], [-3.6731, 3.1627, -2.4640], [-3.8381, 4.1562, -1.1989], [3.8307, -1.0640, 3.2290], [3.2746, 0.0407, 2.5429], [3.4310, 1.3475, 3.2626], [2.9661, 2.4440, 2.2135], [3.9320, 2.3831, 1.0236], [3.0433, 3.8096, 2.8455], [3.2470, -1.2792, 4.1239], [4.8573, -0.8063, 3.4896], [3.8649, -1.9241, 2.5603], [2.7564, 1.4479, 4.1129], [4.4023, 1.5991, 3.6886], [1.9383, 2.1977, 1.9469], [3.8442, 1.4696, 0.4355], [4.9965, 2.5676, 1.1678], [3.5586, 3.1807, 0.3814], [2.5569, 4.5344, 2.3373], [2.5663, 3.7561, 3.7341], [-2.8875, -1.0807, -3.9750], [-3.0365, -2.2952, -3.3069], [-4.3228, -2.8817, -3.4579], [-4.5536, -4.1646, -2.6989], [-5.9375, -4.8152, -2.9586], [-4.5430, -3.8985, -1.2418], [-3.5020, -0.3468, -3.4538], [-3.2781, -1.2389, -4.9803], [-1.8375, -0.8058, -4.0754], [-5.1085, -2.1763, -3.1876], [-4.4310, -3.1222, -4.5155], [-3.7892, -4.8851, -2.9898], [-6.7498, -4.1148, -2.7642], [-6.0748, -5.6894, -2.3222], [-5.9940, -5.2684, -3.9482], [-5.5162, -3.6795, -1.0839], [-4.0886, -3.0066, -1.1072], [-5.9959, 4.3302, 0.2370], [-4.9999, 3.3313, 0.6212], [-5.4075, 2.5858, 1.7962], [-4.2951, 1.7032, 2.3107], [-4.7509, 0.7201, 3.4661], [-3.2266, 2.4889, 2.8334], [-5.5886, 4.8582, -0.6252], [-6.0878, 5.1481, 0.9517], [-6.9711, 3.9081, -0.0055], [-5.6652, 3.2307, 2.6363], [-6.3138, 2.0442, 1.5255], [-3.8982, 1.0908, 1.5011], [-4.0099, 0.0371, 3.8814], [-5.4497, -0.0115, 3.0604], [-5.0997, 1.2920, 4.3260], [-2.8285, 2.9951, 2.0553], [-3.6908, 3.3033, 3.2094]],
  "atomic_forces_ev_per_a": [[0.16, 0.66, 0.72], [1.24, -0.31, -0.55], [1.37, -1.20, 0.28], [-0.44, 0.57, 1.20], [-0.74, -0.80, -1.39], [-0.04, 0.41, -0.71], [-0.22, -0.03, -0.08], [0.25, -0.09, -0.23], [-0.48, 0.14, -0.38], [-0.43, -0.28, -0.12], [-0.49, 0.45, 0.53], [-0.04, -0.11, -0.37], [-0.22, 0.37, 0.17], [0.14, 0.65, 0.21], [-0.02, -0.49, -0.15], [0.19, -0.12, 0.44], [-0.25, 0.12, 0.51], [-0.07, -0.86, -0.52], [0.59, -0.37, 0.23], [0.12, -0.07, -1.32], [0.95, 0.54, 1.08], [-1.84, -0.60, -0.65], [-1.47, 0.61, -0.44], [0.61, -0.30, 0.18], [-0.26, 1.07, 0.18], [-0.27, 0.50, -0.12], [-0.19, 0.16, -0.40], [0.60, -0.22, 0.57], [-0.16, 0.37, 0.39], [0.07, -0.20, 0.02], [0.27, 0.32, 0.60], [0.02, 0.11, -0.66], [0.31, -1.10, 0.64], [-0.04, 0.15, 0.18], [1.27, 0.40, 0.71], [-0.63, -0.21, 0.18], [0.15, 0.65, -0.56], [-0.40, -0.41, -1.67], [-0.06, 0.34, 0.80], [-0.68, 0.24, 0.31], [0.22, -0.38, -0.29], [0.62, -0.10, -0.41], [0.23, 0.43, 0.16], [-0.25, 0.01, 0.44], [-0.03, -0.15, -0.02], [-0.30, 0.26, 0.34], [-0.04, 0.03, 0.25], [-0.19, -0.56, 0.00], [-0.01, -0.13, 0.03], [-0.04, -0.22, -0.73], [0.09, -0.21, 0.45], [1.00, 0.98, -0.46], [-0.26, -0.33, -1.46], [0.21, -0.55, -0.76], [-0.41, -0.32, 0.36], [0.01, -0.82, 0.93], [0.26, 0.15, -0.28], [0.00, -0.17, 0.14], [-0.39, -0.20, 0.33], [-0.11, 0.03, 0.16], [0.32, 0.76, 1.35], [0.20, -0.19, 0.15], [-0.35, 0.64, 0.13], [0.03, 0.02, -0.25], [-0.14, 0.29, -0.04], [0.11, 0.08, 0.14], [-0.60, -0.55, 0.02], [0.14, 0.23, -0.56], [-1.35, -0.85, 0.38], [0.70, -0.21, 0.95], [1.08, -0.46, -0.12], [0.72, 0.96, 0.53], [-0.63, -1.44, -0.64], [0.16, 0.35, -0.38], [0.64, 0.31, -1.04], [-0.27, -0.23, -0.09], [0.14, 0.94, -0.33], [-0.29, -0.11, -0.12], [-0.02, 0.33, 0.09], [0.45, -0.08, -0.27], [-0.38, -0.01, 0.14], [-0.79, 0.56, 0.05], [0.10, -0.33, 0.61], [-0.14, 0.26, 0.05], [-0.15, -0.03, 0.05], [0.15, -1.15, -0.15], [1.01, 0.51, 0.46], [0.53, 1.33, -0.73], [-0.22, -3.07, 1.15], [0.00, 1.52, -0.53], [0.06, 1.00, 0.31], [-0.19, 0.19, -0.20], [-0.25, 0.36, 0.13], [0.10, 0.19, 0.15], [-0.23, -0.25, 0.26], [-0.59, -0.40, -0.34], [0.15, 0.77, 0.20], [0.31, -0.16, -0.38], [-0.24, 0.08, 0.26], [0.25, -0.23, -0.32], [-0.36, -0.48, -0.17], [-0.39, -0.34, -0.05], [-0.27, -0.54, -0.18], [0.23, 0.01, 0.03], [-1.01, 0.92, 0.35], [1.91, -1.33, -0.92], [1.14, -0.62, 0.42], [-0.25, -0.17, -0.05], [-0.31, -0.16, 0.33], [-0.26, -0.02, 0.15], [-0.22, 0.51, -0.73], [-0.02, -0.21, 0.49], [0.63, 0.90, -0.70], [0.18, -0.39, 0.05], [-0.75, -0.04, 0.21], [0.14, 0.27, 0.23], [-0.57, 0.29, 0.10], [-0.10, 0.28, 0.00], [-0.08, 0.08, -0.13], [0.96, 0.33, 1.33], [-0.90, -0.14, -0.18], [0.56, 0.02, -0.13], [-0.99, 0.87, 1.06], [-0.96, 0.40, -0.86], [1.50, -1.55, -0.70], [-0.52, 0.12, -0.33], [0.08, 0.46, -0.23], [0.33, -0.24, 0.26], [0.17, -0.35, -0.27], [0.09, 0.06, -0.36], [-0.63, -0.19, -0.05], [-0.04, -0.02, -0.01], [-0.25, 0.27, 0.30], [0.37, -0.16, 0.08], [-0.35, 0.52, 0.18], [0.52, -0.32, -0.04], [0.72, -1.03, 0.06], [-0.85, -0.34, -0.32], [0.48, 0.24, 0.14], [-1.46, -2.10, 0.20], [0.15, -0.25, -0.43], [0.08, 1.27, -0.37], [-0.92, -0.28, -0.96], [0.01, 0.48, -0.28], [0.47, 1.18, 0.03], [-0.27, 0.00, -0.02], [0.74, 0.72, 0.45], [0.86, -0.45, 0.59], [0.52, 0.86, 0.21], [-0.41, -0.43, 0.81], [0.09, 0.18, -0.08], [0.10, -0.13, -0.02], [-0.08, 0.00, -0.05], [0.34, 0.62, -0.01], [0.56, 2.16, 1.40], [-1.68, 0.30, -1.42], [2.06, -0.27, 1.25], [-1.32, 0.56, -0.92], [0.23, -1.40, 0.20], [0.07, -0.22, 0.17], [0.16, -0.24, 0.29], [-0.25, 0.04, -0.06], [-0.33, -0.69, 0.14], [0.55, -0.56, -0.64], [-0.02, -0.21, -0.39], [-0.16, -0.14, 0.21], [-0.16, 0.06, 0.75], [0.30, 0.13, -0.39], [-0.02, -0.16, -0.51], [-0.07, 0.14, 0.33], [-0.78, -0.42, -0.48], [0.31, -1.38, 1.35], [-0.10, 0.03, -1.29], [-0.23, -0.31, 0.97], [0.87, -0.25, -0.61], [-0.04, -0.11, -0.57], [0.21, 0.58, -0.18], [-0.09, 0.47, -0.39], [-0.06, -0.04, 0.44], [-0.19, 0.34, 0.08], [-0.25, 0.13, -0.45], [0.23, -0.03, 0.22], [-0.08, 0.03, -0.22], [0.19, 0.23, 0.46], [-0.20, 0.50, -0.33], [-0.16, 0.12, 0.77], [0.45, 0.11, 0.29], [1.27, -0.07, -0.01], [-0.97, 0.53, 0.77], [-0.45, 0.07, -0.64], [-0.29, -2.24, 0.58], [-0.16, 0.25, -1.08], [0.73, 1.57, -0.32], [-0.12, -0.41, -0.31], [-0.15, -0.36, 0.63], [0.04, -0.16, 0.08], [-0.21, 0.54, -0.02], [-0.10, -0.32, 0.14], [-0.01, -0.08, -0.13], [0.83, 0.52, -0.38], [-0.71, 0.43, 0.22], [-0.50, -0.07, -0.11], [0.74, -0.32, -0.60], [-0.12, 0.26, 1.22]],
  "mulliken_charge": [-0.4661, -0.1167, -0.9665, 0.4191, -1.4597, -0.2163, -0.1235, 0.2935, 0.3423, 0.3767, 0.4638, 0.2309, 0.2284, 0.4486, 0.4394, -0.0356, 0.2111, -0.3210, -0.1802, 0.9501, 1.4566, -1.8285, 0.4616, 0.2557, -0.1834, -0.0055, -0.1434, -0.9038, -0.0601, -0.0399, 0.4905, -0.0781, 0.1469, -0.2412, -0.5116, -0.4820, 0.1102, -0.0214, -1.4804, -0.7861, -0.0431, 0.3853, 0.4115, 0.3936, -0.0963, 0.4854, 0.3881, 0.2408, 0.4132, 0.3171, 0.2678, -0.7047, -0.1363, -1.0487, 0.2693, 0.8129, -0.6271, 0.1178, 0.3040, 0.3633, 0.4533, 0.2099, 0.1565, -0.1531, -0.2662, -0.2201, 0.2706, 0.2023, -1.0539, -0.0160, -0.5938, 0.2855, 0.0532, -0.7196, 0.3177, 0.3470, 0.3975, 0.3739, 0.0393, 0.3816, -0.5048, 0.6820, -0.4633, 0.0352, 0.3060, -0.7145, -0.3259, -0.5513, 0.3307, 0.5083, -0.8480, 0.2498, 0.2338, 0.3282, 0.4521, -0.1505, 0.5143, -0.2950, 0.2953, -0.6085, 0.1935, 0.3537, -0.8478, -0.4781, 1.0413, 0.1633, -1.4682, -0.4667, 0.3217, 0.2464, 0.3208, -0.3650, -0.1254, 0.1325, 0.4302, 0.3558, 0.2432, 0.2814, 0.3292, -0.7277, -0.3149, -0.8990, 1.1310, -1.0297, -0.7269, 0.3045, 0.1924, 0.3262, 0.3211, 0.3470, -0.0462, -0.0836, 0.2729, 0.3159, 0.2307, 0.2929, 0.2806, -0.2052, -1.3246, 2.7852, -1.4809, -0.8765, -0.5725, 0.7107, -0.2176, 0.3307, 0.2807, -0.7510, 0.5768, 0.0571, 0.1221, 0.3291, -0.0224, -1.0738, 0.2095, -1.2917, 2.2588, -1.3669, -0.7712, 0.0202, 0.3765, 0.2811, 0.3091, 0.4716, -0.7126, -0.0111, 0.4321, 0.1601, 0.3438, 0.3180, -0.2290, -0.2184, -0.6614, 0.9982, -1.6599, -0.4461, 0.0190, 0.4195, -0.0201, 0.1560, 0.5492, -0.3041, 0.4108, 0.4152, 0.4228, 0.2581, 0.0149, -0.8768, 0.0238, -1.4566, 2.1933, -1.8556, 0.4829, 0.3437, 0.3455, 0.2812, 0.5798, 0.5231, -1.0748, 0.3782, 0.1249, 0.4778, -0.6530, 0.3663]
}